Record 1
C10H7HgN2O5 | ωB97M-V/def2-TZVPD

Calculated values
LUMO level	-0.1828	Ha
calculated total energy	-27864.787	eV
F_max	0.0758	Eh/bohr
Kohn-Sham gap	0.249	hartree
E_HOMO	-11.751	eV
total charge	+1
2S+1	1

Each line ends with the Löwdin charge.
Positions of all 25 atoms, in Å:
1 O 1.53196 -4.53062 -3.14189  0.03
2 C 0.87437 -3.79621 -2.57773  -0.03
3 Hg -0.26731 -0.58543 -0.38628  0.71
4 C -1.78787 1.05891 0.95650  -0.02
5 O -2.57355 1.71130 1.46200  0.13
6 C 1.81738 1.30699 0.71277  -0.05
7 O 2.71481 1.91865 1.01017  0.11
8 C -0.02353 0.92033 -2.12582  -0.12
9 O 0.16271 1.54735 -3.04835  0.15
10 C 0.32991 -1.52104 1.76340  -0.09
11 O 0.73170 -2.13441 2.63538  0.13
12 H 1.42675 -1.05069 -0.86434  -0.02
13 N -1.39132 6.69172 0.26031  0.14
14 C -1.00240 5.42032 0.13317  -0.29
15 C -0.17164 4.83845 1.14905  0.03
16 C 0.04774 3.47279 1.03220  -0.20
17 N -0.39808 2.79164 -0.00607  -0.09
18 C -1.18217 3.29786 -0.94157  -0.19
19 C -1.49171 4.65075 -0.97457  0.02
20 H -1.09698 7.22585 1.05195  0.11
21 H -2.00905 7.09269 -0.41543  0.11
22 H 0.19686 5.35919 2.05505  0.13
23 H 0.58993 2.91228 1.79204  0.09
24 H -1.55833 2.59831 -1.68572  0.08
25 H -2.17767 5.01582 -1.76404  0.13

Atomic forces in eV per Å
-0.945 1.078 0.830
0.915 -1.101 -0.844
1.806 -0.399 -0.044
-1.565 0.553 0.494
1.428 -1.269 -0.751
0.862 -0.085 0.323
-0.272 -0.274 -0.259
-0.380 2.193 -2.443
0.197 -1.112 1.084
0.612 -1.636 3.485
-0.691 1.266 -2.102
-1.352 -0.319 0.154
0.052 0.371 -0.072
0.000 -0.361 0.062
-0.444 -0.799 -0.212
-0.126 1.679 -0.126
-0.007 -2.063 -0.092
0.115 1.709 0.038
0.018 -0.830 0.535
-0.040 0.287 0.059
-0.087 0.280 -0.018
-0.436 -0.049 -0.910
-0.138 0.338 -0.056
-0.143 0.407 0.079
0.619 0.135 0.786

---

Record 2
C3H12N2O2 | ωB97M-V/def2-TZVPD

Calculated values
LUMO level	0.0297	Ha
calculated total energy	-10380.151	eV
SMILES string	NCNCCO.O
F_max	0.0335	Eh/bohr
Kohn-Sham gap	0.374	hartree
ΔE to the lowest compared entry with this formula, charge and spin	32.3	kcal/mol
E_HOMO	-9.373	eV
2S+1	1

Each line ends with the Löwdin charge.
Positions of all 19 atoms, in Å:
1 C 1.62973 -0.52323 1.06650  -0.20
2 C 0.72184 -1.70280 0.72493  -0.28
3 O -0.63811 -1.43509 0.50755  -0.09
4 N 1.70910 0.41488 -0.05295  -0.06
5 C 0.84485 1.56200 0.07455  -0.29
6 N -0.59734 1.25694 -0.17950  0.01
7 H 1.29718 -0.01350 1.97192  0.12
8 H 2.60111 -0.99805 1.15307  0.12
9 H 0.79964 -2.45908 1.47641  0.10
10 H 1.14375 -2.17943 -0.16771  0.11
11 H -0.66718 -0.55211 0.09081  0.01
12 H 2.62642 0.81424 -0.09966  0.10
13 H 0.88444 2.03462 1.07030  0.11
14 H 1.09134 2.39693 -0.57598  0.11
15 H -1.07704 1.46963 0.68217  0.09
16 H -0.86834 1.73820 -1.02303  0.08
17 H -2.28472 0.12434 -1.15908  -0.01
18 H -3.55998 -0.44234 -1.83288  0.04
19 O -2.91957 0.27716 -1.87408  -0.07

Atomic forces in eV per Å
-0.648 -0.531 -0.835
0.274 -0.199 -0.768
-0.050 0.368 0.294
-0.226 0.754 -0.178
-1.384 0.494 0.368
1.641 -0.392 0.342
0.185 -0.069 0.362
0.314 0.225 0.489
-0.058 -0.387 0.870
0.115 0.150 -0.182
-0.141 -0.065 -0.116
0.658 -0.167 -0.145
0.123 -0.361 0.182
0.654 -0.372 -0.451
-0.741 0.440 -0.556
-0.717 0.164 0.353
-0.192 -0.183 -0.197
0.203 0.075 0.084
-0.010 0.056 0.084

---

Record 3
C15H24Cl2NO2PPt | ωB97M-V/def2-TZVPD

Calculated values
LUMO level (spin up / spin down)	-0.2499 / -0.3802	Ha
calculated total energy	-59085.291	eV
F_max	0.0740	Eh/bohr
Kohn-Sham gap (spin up / spin down)	0.207 / 0.198	hartree
E_HOMO (spin up / spin down)	-12.425 / -15.728	eV
total charge	+2
2S+1	5

Each line ends with the Mulliken spin population.
Positions of all 46 atoms, in Å:
1 C 0.38307 3.35616 -3.35006  0.18
2 C -0.91054 2.91036 -3.12062  0.05
3 C -1.15735 1.78990 -2.31474  0.23
4 C -0.05669 1.08414 -1.80918  0.41
5 C 1.24477 1.57430 -1.99039  0.06
6 C 1.46946 2.72402 -2.75538  0.14
7 C -2.60589 1.40109 -2.15279  -0.01
8 C -2.99615 -0.05262 -1.84107  -0.01
9 N -1.94967 -1.04172 -2.24208  0.05
10 Pt -0.33293 -0.79863 -0.89034  1.19
11 C 2.41016 0.87831 -1.33998  0.07
12 P 1.91272 -0.80534 -0.84206  0.08
13 H -1.76058 3.42080 -3.57227  0.01
14 H 2.48839 3.09934 -2.87993  0.00
15 H 0.55163 4.19149 -4.01247  -0.01
16 H 2.67876 1.39313 -0.40541  0.01
17 H 3.30938 0.87111 -1.97582  0.00
18 H -3.06632 2.01146 -1.36018  0.01
19 H -3.14403 1.63794 -3.08763  0.01
20 H -3.12992 -0.16218 -0.76722  -0.01
21 C 3.25166 -1.36795 0.21608  0.00
22 C 2.22453 -1.74465 -2.39210  0.02
23 H -3.92195 -0.33312 -2.35238  0.00
24 C -1.49036 -0.82320 -3.64203  0.02
25 C -2.63227 -2.39383 -2.24211  0.04
26 H 0.89246 -0.21763 0.32891  0.04
27 H -2.25978 -1.22510 -4.31023  0.00
28 H -1.33790 0.22285 -3.90623  0.01
29 H -0.56945 -1.40148 -3.72072  0.00
30 H -2.88541 -2.66199 -3.27632  0.00
31 H -1.95342 -3.14462 -1.83962  -0.02
32 H -3.58054 -2.36908 -1.68757  0.01
33 H 3.28854 -1.86144 -2.62906  0.00
34 H 1.78709 -2.74088 -2.28656  0.00
35 H 1.74433 -1.25603 -3.24680  0.00
36 H 4.21504 -1.28372 -0.31323  0.01
37 H 3.29175 -0.75120 1.12063  0.01
38 H 3.10301 -2.41077 0.51317  0.00
39 H -1.25266 -2.02125 -0.30560  0.43
40 Cl -0.36074 -0.28570 3.26006  0.06
41 C -0.37782 1.39091 2.67887  0.09
42 Cl 1.18441 1.92216 2.02618  0.04
43 C -1.50674 1.52906 1.54186  -0.03
44 O -2.24120 2.49000 1.81835  0.79
45 O -1.55492 0.70474 0.58069  0.02
46 H -0.64721 2.06047 3.49965  -0.01

Atomic forces in eV per Å
-0.504 0.382 -0.360
-0.830 -0.689 0.333
-1.242 1.907 -1.235
-0.124 -0.494 0.452
1.496 1.686 -0.498
0.773 -1.670 1.032
-0.818 -0.248 -0.249
0.820 0.022 0.138
-2.525 -0.593 -2.382
1.422 0.716 2.707
0.104 0.086 0.358
3.235 0.425 -1.404
0.270 -0.054 0.021
-0.355 -0.128 -0.120
-0.022 0.228 0.051
0.005 0.019 -0.202
-0.328 -0.087 0.166
0.187 0.042 -0.266
0.404 0.375 0.367
-0.201 -0.223 -0.040
0.207 -0.087 0.579
-0.624 -0.497 -0.179
0.036 0.297 0.064
-0.394 -0.512 -0.156
0.019 -0.019 -0.186
-0.603 -1.033 -0.865
0.352 0.196 -0.177
0.217 -0.241 0.190
-0.052 0.140 -0.534
0.068 -0.039 0.389
-0.168 -0.084 0.012
0.557 -0.008 0.145
-0.075 0.178 0.428
0.102 -0.026 -0.125
-0.002 0.013 0.248
-0.411 -0.039 0.064
-0.004 -0.145 -0.082
0.015 0.121 -0.032
-0.516 -0.366 0.688
-0.090 0.809 -0.467
-0.100 0.002 0.686
-0.555 -0.158 -0.064
0.485 -2.778 -2.207
-0.048 0.240 0.076
-0.422 2.612 2.732
0.239 -0.276 -0.096